(1)
The following is a DFT calculation (ωB97M-V with the def2-TZVPD basis set) of a 16-piece molecular cluster, C8H48O20 overall at a distorted geometry.

E_LUMO = -0.00304 Ha
HOMO-LUMO gap = 9.18 eV
multiplicity = 1
ΔE to the lowest compared entry with this formula, charge and spin = 30.27 kcal/mol
HOMO level = -9.266 eV

Geometry (Å):
O: 1.870 -0.761 -4.526
H: 1.550 0.095 -4.560
H: 1.064 -1.271 -4.354
O: -0.530 2.599 -3.038
H: -0.405 2.602 -2.060
H: -1.446 2.841 -2.953
O: 0.721 -4.347 -0.925
H: 1.128 -5.096 -1.316
H: 0.750 -4.499 0.002
O: -1.904 1.369 0.017
H: -1.963 0.958 -0.839
H: -2.553 2.108 -0.037
O: 2.921 2.608 0.261
H: 2.392 1.999 -0.303
H: 3.593 1.959 0.481
O: 3.227 -3.164 -0.783
H: 2.348 -3.393 -1.028
H: 3.364 -2.308 -1.198
O: -2.636 0.414 -2.350
H: -3.376 -0.016 -1.833
H: -2.521 -0.277 -2.890
O: -2.906 -1.173 1.457
H: -2.770 -0.263 1.274
H: -2.633 -1.454 0.599
O: 3.622 -0.817 -2.302
H: 4.517 -0.985 -2.460
H: 3.381 -0.615 -3.188
O: 2.840 -0.337 2.208
H: 2.519 -1.144 2.627
H: 2.146 -0.135 1.582
O: 0.118 -3.551 1.412
H: 0.721 -3.169 2.069
H: -0.603 -3.992 1.840
O: 1.420 2.228 3.428
H: 1.540 1.328 3.140
H: 1.849 2.891 2.887
C: 0.422 -0.984 -0.146
C: 0.643 -0.237 -1.394
O: 1.698 0.737 -1.358
O: 0.350 -0.049 0.853
H: 1.257 -1.607 0.076
H: -0.475 -1.594 -0.081
H: -0.247 0.301 -1.582
H: 0.788 -0.793 -2.333
H: 2.432 0.188 -1.503
H: -0.563 0.229 0.757
C: -1.595 -3.066 -3.358
C: -2.856 -2.625 -2.726
O: -2.719 -2.504 -1.317
O: -1.152 -2.079 -4.152
H: -1.705 -3.925 -3.968
H: -0.753 -3.261 -2.620
H: -3.428 -3.687 -2.759
H: -3.324 -1.771 -3.240
H: -2.529 -3.384 -0.961
H: -1.615 -2.071 -4.992
C: 0.387 4.875 1.254
C: -0.189 3.724 0.491
O: 0.414 3.647 -0.716
O: 1.706 4.562 1.660
H: -0.294 5.132 2.098
H: 0.366 5.671 0.441
H: -1.227 3.988 0.327
H: -0.135 2.865 1.093
H: 1.343 3.912 -0.759
H: 2.083 3.902 1.125
C: -1.503 0.446 3.893
C: -1.186 0.870 5.371
O: -1.775 -0.116 6.170
O: -1.232 1.556 3.124
H: -2.564 0.127 3.873
H: -0.862 -0.326 3.526
H: -1.661 1.823 5.757
H: -0.055 0.745 5.484
H: -1.197 -0.330 6.948
H: -0.402 1.877 3.303

Atoms 1-2, force components in eV/Å:
O 0.60 -2.69 0.08
H -0.90 3.01 -0.17

Atomic partial charges in e from the Mulliken method, atoms 1 to 2:
1 O -0.72
2 H 0.34



(2)
The following is a DFT calculation (ωB97M-V with the def2-TZVPD basis set) of a 2-piece molecular cluster, FH3N2O2S overall at a distorted geometry.

E_LUMO = 0.00063 Ha
HOMO-LUMO gap = 10.35 eV
multiplicity = 1
ΔE to the lowest compared entry with this formula, charge and spin = 15.67 kcal/mol
HOMO level = -10.330 eV

Geometry (Å):
N: -1.819 -0.028 0.906
N: -1.495 0.083 -0.251
O: 3.358 0.108 -0.334
O: 1.122 1.080 -0.431
F: 1.298 -1.352 -0.115
S: 2.119 0.090 0.358
H: 0.173 0.924 -0.271
H: -2.685 -0.554 1.139
H: -2.071 -0.351 -1.000

Atoms 1-2, force components in eV/Å:
N -0.40 -0.04 1.80
N 0.58 0.37 -1.52

Atomic partial charges in e from the Mulliken method, atoms 1 to 2:
1 N -0.22
2 N -0.21



(3)
The following is a DFT calculation (ωB97M-V with the def2-TZVPD basis set) of an isolated molecule of C5H11FO2 at a distorted geometry.

E_LUMO = 0.03439 Ha
HOMO-LUMO gap = 10.86 eV
multiplicity = 1
ΔE to the lowest compared entry with this formula, charge and spin = 24.16 kcal/mol
HOMO level = -9.926 eV
structure (SMILES) = COC(OC)[C@H](C)F

Geometry (Å):
C: 1.612 -1.782 -0.042
O: 0.411 -1.578 0.616
C: -0.294 -0.459 0.116
O: -1.537 -0.595 0.805
C: -2.654 -0.011 0.077
C: 0.254 0.930 0.529
C: 1.170 1.625 -0.473
F: 1.054 0.695 1.655
H: 1.994 -2.792 0.308
H: 1.487 -1.890 -1.128
H: 2.392 -1.026 0.141
H: -0.429 -0.517 -1.032
H: -3.000 -0.748 -0.654
H: -2.428 0.981 -0.407
H: -3.451 0.149 0.804
H: -0.617 1.560 0.885
H: 1.948 0.931 -0.813
H: 0.623 1.940 -1.390
H: 1.464 2.586 0.004

Atoms 1-2, force components in eV/Å:
C 1.54 -1.86 -0.13
O -0.58 1.40 -0.56

Atomic partial charges in e from the Mulliken method, atoms 1 to 2:
1 C -0.70
2 O -0.35



(4)
The following is a DFT calculation (ωB97M-V with the def2-TZVPD basis set) of C21H79Al4O29P2 as an isolated structure at a distorted geometry.

E_LUMO = -0.27096 Ha
HOMO-LUMO gap = 3.15 eV
multiplicity = 1
charge = +1
HOMO level = -10.522 eV

Geometry (Å):
Al: -1.831 -3.244 -1.038
Al: 2.573 1.974 0.459
Al: -2.220 1.046 0.845
Al: 0.173 0.360 -3.426
C: 0.854 -3.689 -4.200
O: 0.177 -2.687 -3.485
H: 0.218 -4.528 -4.482
H: 1.255 -3.160 -5.065
H: 1.760 -4.060 -3.721
C: -0.277 3.976 -1.166
O: -0.021 2.584 -0.978
H: -0.172 4.481 -0.206
H: 0.401 4.510 -1.830
H: -1.283 4.161 -1.544
C: 4.007 3.113 -2.852
O: 2.907 2.203 -2.808
H: 4.767 2.975 -3.620
H: 3.772 4.177 -2.898
H: 4.521 3.053 -1.893
C: 0.154 3.664 3.405
O: 0.067 2.743 2.352
H: 1.161 3.873 3.766
H: -0.188 4.638 3.056
H: -0.427 3.350 4.272
C: -2.649 -2.433 3.012
O: -2.437 -1.806 1.816
H: -2.825 -3.508 2.962
H: -1.781 -2.347 3.665
H: -3.555 -2.047 3.481
P: -3.438 -0.194 -2.325
O: -2.467 -1.152 -3.079
O: -3.575 -0.840 -0.850
O: -4.814 0.020 -3.002
O: -2.605 1.102 -2.178
P: 0.613 -0.891 -0.141
O: -0.663 -0.723 -0.859
O: 1.666 -0.213 -1.028
O: 0.793 -2.434 0.020
O: 0.604 -0.006 1.182
C: 0.386 0.954 7.024
O: 0.337 -0.369 6.499
H: -0.465 1.559 6.713
H: 0.617 0.882 8.087
H: 1.100 1.607 6.521
H: 0.602 -0.477 5.583
C: 3.707 -3.605 -1.211
O: 2.988 -3.900 -0.017
H: 3.996 -2.608 -0.881
H: 4.486 -4.303 -1.516
H: 2.948 -3.398 -1.966
H: 2.196 -3.362 -0.090
C: -2.405 1.106 4.658
O: -3.370 1.106 3.641
H: -2.243 2.129 4.998
H: -2.597 0.500 5.544
H: -1.370 0.903 4.384
H: -4.170 0.725 4.010
C: 3.230 1.761 4.302
O: 3.987 1.872 3.050
H: 3.421 2.568 5.011
H: 2.187 1.830 3.995
H: 3.457 0.810 4.784
H: 4.916 1.873 3.293
C: -3.061 5.199 1.337
O: -2.439 3.944 1.569
H: -3.033 5.713 2.297
H: -2.340 5.754 0.736
H: -4.079 5.121 0.956
H: -1.580 4.191 1.918
C: 1.084 -5.378 2.322
O: 0.242 -4.910 1.271
H: 1.702 -6.256 2.137
H: 1.716 -4.622 2.788
H: 0.356 -5.680 3.075
H: 0.548 -4.039 1.008
C: -6.073 -3.517 -1.448
O: -4.872 -3.031 -0.860
H: -6.965 -3.034 -1.047
H: -6.203 -3.210 -2.485
H: -6.241 -4.579 -1.271
H: -4.850 -2.092 -1.058
C: 1.600 2.867 -6.457
O: 1.328 2.489 -5.163
H: 0.835 2.484 -7.132
H: 1.594 3.957 -6.430
H: 2.578 2.539 -6.809
H: 2.038 2.808 -4.600
C: 4.640 -1.586 1.769
O: 3.492 -1.021 1.188
H: 5.481 -1.397 1.102
H: 4.725 -1.042 2.710
H: 4.578 -2.604 2.154
H: 3.060 -1.639 0.595
C: -6.307 0.725 1.804
O: -5.098 0.129 1.239
H: -7.207 0.174 1.530
H: -6.257 0.665 2.892
H: -6.398 1.781 1.547
H: -5.414 -0.294 0.436
C: -5.703 2.851 -1.378
O: -4.446 2.482 -0.899
H: -6.262 3.476 -0.681
H: -5.491 3.384 -2.305
H: -6.292 1.958 -1.584
H: -4.030 1.863 -1.503
C: 0.679 -6.106 -1.739
O: -0.686 -5.807 -1.615
H: 1.086 -6.884 -1.093
H: 0.883 -6.513 -2.729
H: 1.433 -5.323 -1.657
H: -1.068 -6.684 -1.696
C: 1.573 -1.830 3.787
O: 0.976 -0.554 3.790
H: 2.536 -1.743 4.291
H: 0.919 -2.545 4.286
H: 1.741 -2.093 2.743
H: 0.798 -0.366 2.865
C: -2.097 3.504 -5.001
O: -1.825 2.258 -4.416
H: -3.151 3.574 -5.269
H: -2.030 4.265 -4.224
H: -1.519 3.935 -5.819
H: -2.356 2.127 -3.626
C: 3.583 -0.971 -4.498
O: 2.768 -0.091 -5.220
H: 4.611 -0.713 -4.753
H: 3.481 -0.941 -3.414
H: 3.480 -1.942 -4.984
H: 3.146 0.145 -6.070
C: 6.226 0.714 -0.674
O: 5.624 1.694 0.160
H: 6.472 1.277 -1.573
H: 7.087 0.214 -0.232
H: 5.469 0.023 -1.045
H: 6.049 2.553 0.122

Atoms 1-2, force components in eV/Å:
Al 1.14 1.88 0.30
Al -2.29 -2.32 -0.76

Atomic partial charges in e from the Mulliken method, atoms 1 to 2:
1 Al 1.16
2 Al 1.02



(5)
The following is a DFT calculation (ωB97M-V with the def2-TZVPD basis set) of C17H36BCuN3O3Ta as an isolated structure at a distorted geometry.

E_LUMO (spin up / spin down) = -0.31126 / -0.31132 Ha
HOMO-LUMO gap (spin up / spin down) = 6.98 / 6.98 eV
multiplicity = 1
ΔE to the lowest compared entry with this formula, charge and spin = 0.00 kcal/mol
charge = +2
HOMO level (spin up / spin down) = -15.451 / -15.449 eV

Geometry (Å):
N: -0.986 0.127 0.690
C: -1.656 -0.776 -0.110
O: -2.776 -1.276 0.243
Cu: -1.625 -2.591 -0.355
Ta: 0.231 0.374 -0.823
N: -0.066 1.887 -1.888
N: 0.867 -1.164 -1.695
C: -0.671 2.524 -3.022
C: 0.620 -2.373 -2.415
C: -0.982 3.996 -2.729
C: 0.277 2.361 -4.210
C: -1.969 1.749 -3.260
C: 0.509 -3.535 -1.428
C: 1.765 -2.575 -3.384
C: -0.685 -2.141 -3.163
H: -1.632 4.069 -1.849
H: -1.521 4.392 -3.597
H: -0.075 4.592 -2.565
H: 1.230 2.890 -4.055
H: -0.228 2.758 -5.098
H: 0.505 1.296 -4.387
H: -1.759 0.679 -3.448
H: -2.460 2.205 -4.134
H: -2.608 1.839 -2.360
H: 1.391 -3.551 -0.780
H: 0.431 -4.457 -2.013
H: -0.369 -3.548 -0.748
H: 2.713 -2.715 -2.859
H: 1.843 -1.722 -4.065
H: 1.544 -3.470 -3.966
H: -0.921 -3.059 -3.706
H: -0.599 -1.294 -3.856
H: -1.543 -1.917 -2.500
C: 0.785 2.682 -0.943
H: 1.286 2.003 -0.184
H: 1.567 3.194 -1.510
H: 0.255 3.473 -0.395
C: 2.141 -0.967 -0.910
H: 2.090 -0.065 -0.176
H: 2.427 -1.834 -0.303
H: 2.975 -0.786 -1.596
C: -1.991 -0.663 4.457
C: -0.839 0.318 4.209
C: -0.735 1.380 5.268
O: -1.158 1.001 2.979
B: -0.698 0.093 2.064
O: 0.321 -0.755 2.431
C: 0.514 -0.485 3.830
C: 1.805 0.360 3.954
C: 0.725 -1.843 4.471
H: -2.940 -0.122 4.366
H: -1.908 -1.102 5.452
H: -2.008 -1.474 3.710
H: -1.688 1.918 5.300
H: -0.542 0.902 6.231
H: 0.068 2.085 5.030
H: 2.019 0.540 5.020
H: 2.643 -0.207 3.509
H: 1.720 1.320 3.414
H: -0.101 -2.527 4.230
H: 1.648 -2.291 4.070
H: 0.825 -1.722 5.558

Atoms 1-2, force components in eV/Å:
N -0.82 -0.55 -1.86
C -0.57 4.73 1.24

Atomic partial charges in e from the Mulliken method, atoms 1 to 2:
1 N 0.36
2 C 1.06



(6)
The following is a DFT calculation (ωB97M-V with the def2-TZVPD basis set) of an isolated molecule of C5H9NO4 at a distorted geometry.

E_LUMO = 0.01203 Ha
HOMO-LUMO gap = 9.61 eV
multiplicity = 1
ΔE to the lowest compared entry with this formula, charge and spin = 75.52 kcal/mol
HOMO level = -9.280 eV
structure (SMILES) = NC(=O)[C@@]1(CO)[C@H](O)[C@@H]1O

Geometry (Å):
N: -2.319 -1.100 0.320
C: -1.671 -0.073 -0.268
O: -2.305 0.750 -0.928
C: -0.208 0.109 0.029
C: 0.141 1.377 0.781
O: 0.032 2.532 -0.029
C: 0.621 -1.164 0.303
O: 1.606 -1.167 1.266
C: 0.832 -0.396 -0.958
O: 1.980 0.389 -1.017
H: -2.213 -2.023 -0.080
H: -3.084 -0.919 0.973
H: 1.149 1.300 1.210
H: -0.566 1.500 1.609
H: 0.511 2.361 -0.847
H: 0.077 -2.110 0.258
H: 2.327 -0.593 0.978
H: 0.509 -0.808 -1.917
H: 2.580 0.036 -1.682

Atoms 1-2, force components in eV/Å:
N -0.95 -2.20 1.73
C -0.75 3.01 -1.86

Atomic partial charges in e from the Mulliken method, atoms 1 to 2:
1 N -0.36
2 C -0.22



(7)
The following is a DFT calculation (ωB97M-V with the def2-TZVPD basis set) of C15H42KO17 as an isolated structure at a distorted geometry.

E_LUMO = 0.05175 Ha
HOMO-LUMO gap = 7.62 eV
multiplicity = 1
charge = -1
HOMO level = -6.211 eV

Geometry (Å):
K: 0.749 6.115 3.785
C: 1.082 8.784 1.970
O: 0.419 7.888 1.451
O: 1.053 8.985 3.180
O: 1.836 9.433 1.210
C: 0.112 12.737 2.737
C: -0.840 13.697 2.050
O: -0.649 15.087 2.500
O: 1.454 12.937 2.267
H: -0.204 11.707 2.573
H: 0.097 12.956 3.805
H: -1.881 13.450 2.258
H: -0.846 13.610 0.964
H: 0.278 15.232 2.700
H: 1.749 12.174 1.764
C: -0.887 9.887 6.034
C: 0.584 10.272 6.169
O: 1.099 11.002 5.031
O: -1.017 8.951 5.100
H: -1.531 10.740 5.822
H: -1.123 9.448 7.003
H: 1.263 9.469 6.454
H: 0.594 11.034 6.949
H: 0.999 10.406 4.285
H: -0.332 9.083 4.440
C: -0.626 5.365 -1.216
C: -2.061 5.264 -1.657
O: -2.674 4.050 -1.388
O: -0.504 5.378 0.193
H: -0.111 6.250 -1.589
H: -0.041 4.604 -1.732
H: -2.177 5.420 -2.730
H: -2.585 6.153 -1.305
H: -2.519 3.451 -2.122
H: -0.113 6.213 0.458
C: -3.021 8.818 1.055
C: -2.869 7.436 1.598
O: -1.943 7.340 2.664
O: -1.823 9.353 0.543
H: -3.408 9.524 1.789
H: -3.836 8.883 0.333
H: -2.687 6.643 0.873
H: -3.702 7.031 2.172
H: -1.088 7.550 2.282
H: -1.080 8.862 0.902
C: 4.607 10.133 4.150
C: 4.085 11.547 3.849
O: 3.556 12.157 5.018
O: 3.514 9.268 4.423
H: 5.369 10.304 4.910
H: 5.212 9.724 3.340
H: 3.358 11.476 3.039
H: 4.833 12.206 3.408
H: 2.652 11.836 5.037
H: 2.883 9.276 3.700
C: 3.431 7.036 -0.563
C: 2.986 5.779 0.186
O: 2.308 6.068 1.357
O: 2.290 7.745 -1.155
H: 3.980 6.718 -1.449
H: 4.037 7.705 0.049
H: 3.735 5.000 0.327
H: 2.263 5.177 -0.363
H: 1.754 6.814 1.116
H: 1.891 8.205 -0.412
C: 2.968 11.742 -1.036
C: 4.135 11.802 -0.102
O: 4.402 10.513 0.500
O: 1.751 11.581 -0.299
H: 3.037 10.903 -1.728
H: 2.915 12.632 -1.663
H: 3.892 12.588 0.614
H: 5.025 12.123 -0.642
H: 3.575 10.101 0.760
H: 1.745 10.778 0.227

Atoms 1-2, force components in eV/Å:
K -0.08 0.65 -0.51
C 2.04 2.01 -1.24

Atomic partial charges in e from the Mulliken method, atoms 1 to 2:
1 K 1.09
2 C 0.27



(8)
The following is a DFT calculation (ωB97M-V with the def2-TZVPD basis set) of C9H9HgNO4 as an isolated structure at a distorted geometry.

E_LUMO (spin up / spin down) = -0.43512 / -0.43615 Ha
HOMO-LUMO gap (spin up / spin down) = 4.63 / 4.54 eV
multiplicity = 1
ΔE to the lowest compared entry with this formula, charge and spin = 57.53 kcal/mol
charge = +2
HOMO level (spin up / spin down) = -16.472 / -16.408 eV

Geometry (Å):
Hg: -0.756 -1.088 -0.682
O: 0.456 -2.186 2.921
C: 0.078 -1.923 1.866
C: -0.649 1.125 -2.396
O: -0.616 1.999 -3.109
C: -2.569 0.422 0.717
O: -3.343 1.007 1.272
C: 1.859 -1.444 -1.364
O: 2.926 -1.647 -1.691
C: -2.848 -4.540 -2.148
H: -1.915 -5.106 -2.001
H: -3.492 -4.442 -1.259
C: -3.039 -3.782 -3.230
H: -3.845 -3.033 -3.272
H: -2.269 -3.697 -4.014
C: 3.006 3.755 1.927
C: 1.766 3.068 2.586
C: 1.290 2.083 1.621
N: 0.972 1.337 0.791
H: 3.784 3.008 1.665
H: 3.469 4.523 2.542
H: 2.739 4.210 0.950
H: 2.040 2.553 3.525
H: 0.958 3.797 2.784

Atoms 1-2, force components in eV/Å:
Hg 0.79 1.13 0.60
O -1.46 1.03 -4.08

Atomic partial charges in e from the Mulliken method, atoms 1 to 2:
1 Hg 1.50
2 O -0.01